Molecular formula: C8H11Cl2HfN2O6
Method: DFT, the ωB97M-V functional and the def2-TZVPD basis

```
! wB97M-V def2-TZVPD RIJCOSX def2/J DEFGRID3
* xyz 1 1
Hf 0.843 -0.151 0.391
C -3.072 1.435 -1.796
C -1.850 1.144 -1.005
N -0.938 0.308 -1.355
O -1.189 -0.314 -2.558
C -1.602 1.804 0.338
C -2.505 2.749 1.041
N -0.498 1.353 0.766
O 0.233 1.327 1.873
H -3.380 0.565 -2.369
H -2.865 2.245 -2.501
H -3.882 1.753 -1.143
H -0.434 -0.899 -2.699
H -3.095 3.336 0.340
H -1.917 3.418 1.667
H -3.193 2.199 1.688
C 4.722 0.389 1.121
C 3.294 0.128 0.833
O 2.583 -0.631 1.562
O 2.699 0.698 -0.167
H 5.179 -0.497 1.555
H 4.758 1.188 1.866
H 5.239 0.721 0.226
Cl 1.322 -4.850 0.818
C 0.019 -4.073 -0.082
Cl -1.576 -4.523 0.484
C 0.247 -2.581 0.044
O 0.975 -1.991 -0.813
O -0.240 -1.902 1.002
H 0.122 -4.343 -1.129
*
```

As for the total energy: -1840.6821 Eh. Its HOMO-LUMO gap is 8.70 eV.

Here are the Löwdin charges for atoms 1 to 2, given in e: number 1, Hf, carries 1.893; number 2, C, carries 0.019